Entry 1:
70
Properties=species:S:1:pos:R:3 method="wB97M-V/def2-TZVPD" energy_ha=-2397.0852 smiles="O=C1OCCO1.O=C1OCCO1.O=C1OCCO1.O=C1OCCO1.O=C1OCCO1.O=C1OCCO1.O=C1OCCO1" largest_force_ev_per_a=3.6 charge=0 relative_energy_kcal_mol=20.8 homo_energy_ha=-0.3877
O -4.4504 0.8450 5.4083
C -3.2719 1.1027 5.5023
O -2.7672 2.2885 5.3269
C -1.4219 2.2420 5.7271
C -1.0243 0.8254 5.4291
O -2.3448 0.1655 5.6751
H -0.8396 2.9834 5.1175
H -1.4793 2.5272 6.7673
H -0.3381 0.4079 6.1313
H -0.6131 0.5976 4.4564
O 4.0819 -0.2972 2.4597
C 5.0919 -0.8894 2.2410
O 6.0464 -0.4667 1.4251
C 7.2238 -1.1494 1.8421
C 6.6134 -2.4682 2.2362
O 5.3292 -2.0511 2.8688
H 7.8689 -1.2027 0.9901
H 7.7631 -0.6660 2.6797
H 7.2033 -2.9980 3.0295
H 6.4120 -3.1769 1.4106
O -0.8439 -3.4835 -2.3623
C -0.2844 -3.1090 -3.3671
O 0.8677 -2.4413 -3.3324
C 1.2662 -2.0995 -4.6087
C 0.1670 -2.6488 -5.5362
O -0.6735 -3.3561 -4.5915
H 1.4515 -1.0062 -4.6057
H 2.2356 -2.5459 -4.7997
H 0.4594 -3.4086 -6.2070
H -0.4101 -1.8631 -6.0501
O -0.5299 0.2899 -5.1953
C -1.5020 -0.0353 -4.5646
O -2.6902 -0.2413 -5.1326
C -3.6295 -0.4472 -4.0450
C -2.7592 -0.6150 -2.7495
O -1.4335 -0.3046 -3.2189
H -4.4464 0.2485 -4.0135
H -4.0418 -1.4090 -4.2438
H -2.7556 -1.6391 -2.4041
H -3.0129 0.0940 -1.9970
O -5.6572 -0.1565 -1.6971
C -5.3411 0.3185 -0.6502
O -5.1401 1.6338 -0.4940
C -4.7531 1.9231 0.8772
C -4.5629 0.4885 1.5158
O -5.2085 -0.3253 0.5148
H -3.8975 2.5584 0.9183
H -5.6292 2.3918 1.3555
H -5.1533 0.3023 2.4290
H -3.5692 0.1318 1.6147
O 3.3565 0.2584 -0.7335
C 2.9092 1.3597 -0.7325
O 1.8136 1.7078 -0.0095
C 1.4694 3.0888 -0.2631
C 2.6120 3.5748 -1.2567
O 3.3710 2.4052 -1.3839
H 0.4321 3.1019 -0.7139
H 1.5795 3.6896 0.6571
H 3.1822 4.4025 -0.8352
H 2.1295 3.7399 -2.2356
O -1.1185 1.5928 1.6089
C -0.5388 0.5934 1.2002
O -0.6783 0.0576 -0.0061
C 0.2514 -1.1276 -0.0592
C 1.1396 -0.8714 1.1587
O 0.4412 0.0485 1.9788
H -0.2802 -2.0513 0.0421
H 0.8382 -1.1603 -0.9688
H 2.0760 -0.4830 0.8346
H 1.4087 -1.7922 1.6345

Entry 2:
20
Properties=species:S:1:pos:R:3 method="wB97M-V/def2-TZVPD" energy_ha=-604.4973 largest_force_ev_per_a=4.5 charge=+1 relative_energy_kcal_mol=114.2 homo_energy_ha="-0.4888 / -0.4888"
C 0.7236 0.4948 0.0935
C -0.7009 -0.7708 1.2718
C -1.6698 1.1552 -0.3237
C -0.8007 -1.0752 -1.1428
C -0.6053 -0.0145 -0.0066
N 2.2335 -0.9789 -0.0589
N 1.3538 1.5136 0.3846
I 3.8811 0.0269 0.1433
H -0.5119 -0.0791 2.1782
H -1.6027 -1.3952 1.3689
H 0.0933 -1.4239 1.4687
H -1.2761 1.6772 -1.0875
H -1.9651 1.7422 0.5304
H -2.5627 0.6663 -0.6503
H -0.6324 -0.6845 -2.1788
H -0.1311 -1.7929 -0.9369
H -1.7230 -1.4999 -1.1032
H 2.2393 -1.4549 -0.9561
H 1.1443 2.5288 0.6792
H 2.5127 1.3648 0.3262

Entry 3:
16
Properties=species:S:1:pos:R:3 method="wB97M-V/def2-TZVPD" energy_ha=-267.8128 smiles="CC/C(C)=N/N" largest_force_ev_per_a=4.2 charge=0 relative_energy_kcal_mol=70.6 homo_energy_ha=-0.3160
C 2.0024 -0.5212 -0.5086
C 1.1016 -0.3217 0.7862
C -0.2565 -0.0174 0.2456
C -0.6606 1.3544 -0.0329
N -1.0722 -0.9911 0.0961
N -2.4695 -0.7095 0.0374
H 3.1325 -0.5184 -0.1909
H 1.7812 -1.7727 -0.8326
H 1.6829 0.3582 -1.3421
H 1.4503 0.5678 1.3845
H 1.1255 -1.1931 1.4342
H -1.4438 1.6311 0.7766
H 0.1914 2.0876 0.1075
H -1.1349 1.5557 -1.0604
H -2.7101 0.1521 -0.5287
H -2.7201 -1.6618 -0.3720

Entry 4:
14
Properties=species:S:1:pos:R:3 method="wB97M-V/def2-TZVPD" energy_ha=-627.5267 largest_force_ev_per_a=3.3 charge=0 relative_energy_kcal_mol=81.1 homo_energy_ha=-0.2991
C -1.3574 1.9520 0.2799
C 1.4594 -1.3045 -1.7269
N -0.7068 0.9199 1.0802
O -0.1671 -1.1746 2.0975
O 1.2895 -1.0674 -0.3654
P -0.7767 -0.6962 0.6818
H -2.1117 1.4005 -0.2260
H -1.8500 2.6125 0.9543
H -0.7009 2.5467 -0.5798
H 0.5242 -1.5954 -2.2116
H 2.2376 -2.1607 -1.8402
H 1.9136 -0.3978 -2.1948
H -0.0990 1.0369 1.9400
H 0.3453 -2.0719 2.1110